(1)
DFT (ωB97M-V/def2-TZVPD) results for a molecular structure, C2H8N3O.

Geometry as XYZ:
```
14
Properties=species:S:1:pos:R:3:forces:R:3
H 1.38150 -0.95042 -1.17564 0.18 -0.58 -0.59
N -0.16493 -1.45447 0.62516 0.81 -1.75 2.88
H -0.31646 1.64158 0.70282 -0.16 0.87 -0.25
C 0.25377 -0.16280 0.22794 -1.46 -2.63 3.63
H 1.51715 0.76604 -1.32718 -0.17 0.22 0.57
H -0.15490 -2.19837 -0.05115 0.67 -0.12 -0.34
C 1.43637 -0.04294 -0.59702 0.91 -0.14 -0.78
N -2.12473 0.32856 0.04282 -1.79 -0.62 2.55
H 2.37556 -0.19838 -0.02263 -0.64 0.40 -0.10
H -2.59779 0.25498 1.02518 0.41 -0.54 -1.93
H -2.36502 1.20278 -0.36977 0.26 1.53 -0.51
H -0.16664 -2.09809 1.79527 -0.33 3.66 -4.58
N -0.59992 0.68279 0.77186 2.00 0.41 -0.50
O -2.06928 -0.60558 -0.74044 -0.68 -0.73 -0.06
```
Forces are in eV/Å.

Values from the calculation:
**Energy above the lowest of the compared OMol25 structures with the same formula, charge and spin**: 731.1 kJ/mol
**Charge**: +1

***

(2)
DFT (ωB97M-V/def2-TZVPD) results for a molecular structure, C5H7FS.

Geometry as XYZ:
```
14
Properties=species:S:1:pos:R:3:forces:R:3
C 1.04763 -0.38793 -0.14918 9.46 -3.55 3.47
H 1.86573 -0.48661 -0.93290 -1.26 1.07 0.71
C 0.28865 0.78026 0.19052 -0.08 3.22 -2.54
H 1.52971 -1.02475 0.82593 -0.60 1.94 -2.28
H -1.41365 0.93823 1.25607 -1.89 1.33 0.90
C -0.53556 0.37208 -1.08066 -2.19 0.71 -1.93
H -0.26059 0.41903 -2.23027 0.70 0.26 2.68
H -1.57819 0.74999 -1.14572 0.25 -0.55 0.57
S -0.92553 -1.33750 1.02981 -2.08 -1.70 0.78
C -0.57453 0.34280 1.32396 0.69 0.76 -0.21
C -0.15080 -1.02216 -0.47985 -3.16 -0.16 -2.54
H -0.13792 -1.81117 -1.12049 0.02 -2.30 -1.78
H 0.03201 0.37125 2.15926 0.68 0.82 2.25
F 0.81304 2.09648 0.35354 -0.53 -1.85 -0.08
```
Forces are in eV/Å.

Values from the calculation:
**Energy above the lowest of the compared OMol25 structures with the same formula, charge and spin**: 257.7 kJ/mol

***

(3)
DFT (ωB97M-V/def2-TZVPD) results for a molecular structure, C2H4Cl3NS.

Geometry as XYZ:
```
11
Properties=species:S:1:pos:R:3:forces:R:3
S -1.16008 1.36471 -1.04672 1.59 0.57 0.72
C 0.46675 -0.29582 0.46170 0.39 3.54 -2.61
Cl -3.09649 1.20565 1.50042 -0.57 1.13 -0.65
H 0.89164 -0.07741 -0.58903 0.01 -1.19 1.73
H -2.35323 0.91593 -1.28141 -1.17 -0.67 -0.31
H 0.15058 -1.28449 0.63383 1.00 -1.43 0.63
Cl -0.46848 2.07215 2.41718 0.39 1.06 0.30
Cl -1.46871 -0.55176 2.68862 0.80 -1.45 0.98
C -1.39178 0.82882 1.64035 0.13 -1.27 -2.34
H 1.03600 0.35761 1.17259 0.18 -1.61 -0.18
N -0.80144 0.39739 0.31662 -2.76 1.30 1.74
```
Forces are in eV/Å.

Values from the calculation:
**Energy above the lowest of the compared OMol25 structures with the same formula, charge and spin**: 0.0 kJ/mol

***

(4)
DFT (ωB97M-V/def2-TZVPD) results for a single C4H8O3 molecule.

Geometry as XYZ:
```
15
Properties=species:S:1:pos:R:3:forces:R:3
H -1.14836 -1.77642 0.41751 0.16 0.05 0.07
H -0.46995 2.12090 0.09865 0.04 -0.14 -0.02
H 0.46959 -1.50682 -0.28144 -0.13 0.03 0.14
C -0.33118 0.15280 0.79689 -0.02 0.06 -0.33
H -0.56617 -0.01187 -1.99897 0.18 0.15 0.09
H 0.12944 -1.54230 2.49311 0.12 -0.14 -0.10
O 1.45363 0.35873 -1.64968 0.09 -0.02 -0.27
C -0.15221 -1.33508 0.60012 -0.10 0.12 -0.33
O 0.48429 -1.95476 1.69295 -0.07 0.10 0.24
C 0.09187 0.77358 -1.58702 -0.40 0.08 0.01
C -0.27670 1.08093 -0.16207 0.08 -0.14 0.23
H -0.65242 1.37869 2.24058 -0.02 -0.20 -0.03
O -0.62013 0.42169 2.10413 -0.02 0.25 0.03
H -0.06988 1.67928 -2.19208 0.06 -0.21 0.10
H 1.65818 0.16067 -2.57266 0.03 0.02 0.17
```
Forces are in eV/Å.

Values from the calculation:
**Energy above the lowest of the compared OMol25 structures with the same formula, charge and spin**: 198.3 kJ/mol
**SMILES**: OC/C=C(/O)CO

***

(5)
DFT (ωB97M-V/def2-TZVPD) results for 5 unconnected molecules or ions with the total composition C19H55NO18P6.

Geometry as XYZ:
```
99
Properties=species:S:1:pos:R:3:forces:R:3
H 1.72255 2.86339 -5.23670 0.02 -0.46 0.28
H 2.79503 1.49270 -4.79142 -0.48 0.26 -0.24
C 8.95880 2.03950 2.02856 0.41 0.50 0.37
O 1.87047 -1.42474 5.46333 -0.38 3.57 -1.31
H 3.89604 -5.16102 2.13257 0.03 0.02 -0.05
O 0.40902 -1.45105 7.29690 0.71 0.64 -0.03
O 6.72554 -0.62892 4.54423 -1.94 0.50 -2.03
H 5.14813 0.62947 5.11022 0.05 0.03 0.13
H 2.36562 3.71720 -3.13743 0.02 -0.54 0.16
H -5.75294 0.91362 -6.03893 -0.07 0.28 0.13
O 8.68347 -0.36850 3.36910 -0.89 -0.60 -0.48
O -8.96824 2.05397 -7.62551 0.07 1.18 0.66
H 6.67510 -0.82345 0.15693 -0.25 0.19 0.12
H 9.16439 2.40240 1.02152 -0.27 -0.11 -0.06
H 8.71097 0.84836 5.59919 -0.04 -0.02 -0.13
H -12.02062 3.84548 -4.99938 0.12 0.04 0.02
H 2.53810 -2.62542 7.01444 -0.05 -0.01 -0.03
C -0.08635 -0.20030 -1.87446 0.25 -1.26 -0.55
H 5.42163 -4.69732 1.35611 -0.03 0.12 0.00
C 5.98246 -1.65883 0.27011 0.63 -0.56 0.15
P 0.45628 0.82857 -4.55831 1.17 -0.76 -1.15
H -3.18811 0.53428 -5.00102 0.23 0.01 0.40
O -7.39442 2.08837 -5.79260 -0.97 3.37 1.46
H 1.54343 -4.68270 1.82666 0.22 0.07 -0.01
H 1.96086 -3.50554 5.56945 -0.16 0.15 -0.03
H -10.95794 2.73511 -4.10271 -0.09 -0.12 -0.03
N -2.84117 3.06834 -4.14527 0.28 0.18 -0.04
H 1.27532 2.53449 -2.39782 0.38 -0.02 -0.29
C -4.54046 0.48552 -2.99785 0.63 2.26 1.67
H 3.01131 2.15375 -2.55942 -0.41 0.13 -0.30
H -10.59130 0.26401 -6.82034 0.09 0.09 0.01
O 4.71822 -1.12598 0.62657 -2.60 2.30 1.67
O 3.62967 -2.60078 -0.83149 -0.78 0.94 0.04
H 5.95002 -2.20699 -0.67083 -0.28 0.01 0.05
H -1.89443 -0.42792 -4.18653 -0.30 0.35 -0.07
H 0.74258 -1.38010 -3.54089 -0.04 0.49 0.20
C -1.96373 -0.14560 7.00244 -0.35 0.46 -0.10
H -11.13203 -0.12637 -5.16951 0.05 0.00 -0.04
H -7.04102 0.58900 -7.20400 -0.18 0.20 0.03
P -1.37110 2.03853 -4.22078 -0.92 0.22 0.08
H 8.82806 2.90531 2.68154 0.00 -0.05 0.02
H -2.75852 0.49209 6.61514 0.10 0.05 -0.05
O 1.94468 -3.05215 0.64062 -0.40 2.56 1.40
C -6.83284 0.83908 -6.16372 0.00 -0.85 -0.08
H -2.89081 3.63798 -3.30631 -0.07 0.09 -0.26
C -0.24512 -2.50858 7.98784 -0.43 0.06 0.24
C 1.36733 -3.60474 1.81993 -0.58 0.06 0.21
H -12.21335 2.11212 -5.21451 0.18 -0.11 0.01
H 0.28874 -3.45673 1.77972 0.05 0.14 0.07
O -1.44255 -0.92054 5.92976 1.22 2.39 -1.05
H -2.90562 3.64213 -4.98234 -0.12 0.12 0.35
H 6.36211 -2.30551 1.06484 -0.03 -0.03 -0.04
H 3.93215 -4.80191 0.38933 -0.01 0.14 -0.01
C 5.70591 -0.23920 5.45628 -0.44 -0.26 0.09
H -0.87372 2.64701 -3.01442 -0.34 -0.14 -0.10
O -10.59061 2.94247 -6.15560 2.01 1.58 1.18
H 9.80905 1.44487 2.36182 -0.18 -0.14 0.07
H 0.42078 -0.72329 -1.03789 -0.27 0.54 -0.23
O 4.10270 -3.16476 1.68658 0.04 0.96 0.51
H -1.20271 0.47050 7.47840 -0.04 -0.11 0.11
C 2.48200 -2.61630 5.92409 0.10 -0.45 0.55
P 7.36190 0.35516 3.32132 7.46 1.02 3.47
C 0.81988 -0.35138 -3.14532 0.09 0.45 0.81
H -4.80705 2.62560 -2.53339 -0.21 -0.41 -0.21
H 1.76090 -3.14960 2.72713 -0.03 -0.14 0.02
H -7.19321 0.04470 -5.50830 -0.01 0.06 -0.02
H -6.29787 1.65875 -2.98944 0.48 0.24 0.28
H 7.54239 1.99966 6.29112 0.05 -0.01 -0.04
C -10.25879 0.02367 -5.80962 -0.47 -0.05 0.04
P 0.19965 -1.26488 5.67931 -0.80 -8.20 2.82
C -11.47785 2.90094 -5.04474 -0.25 0.36 0.27
C 1.88930 2.05387 -4.50257 -0.05 -0.21 1.21
H -0.81215 -2.09062 8.82306 0.04 -0.06 -0.03
H -9.68236 -0.90299 -5.83277 0.04 0.09 0.00
H -1.14776 2.59484 -5.53125 0.25 -0.30 0.28
H -2.41579 -0.81946 7.73262 0.19 -0.06 0.00
H -0.91965 -3.07213 7.34201 0.06 0.06 -0.09
C -5.34004 1.67252 -2.43894 0.04 -0.32 0.24
P -9.01218 2.34256 -6.15377 -1.04 -6.46 -4.02
H 3.49925 -2.63301 5.53148 -0.09 0.22 -0.12
H -0.99737 -0.80084 -2.06211 0.15 0.68 0.29
H -5.56808 1.53382 -1.36281 0.20 -0.18 -0.53
H 5.02291 -1.07797 5.59296 -0.02 0.10 -0.13
C 2.15339 2.63153 -3.06310 -0.15 0.54 -0.31
O 7.32720 1.69115 4.27012 -0.65 0.19 -0.74
P 3.39038 -2.16983 0.59537 4.30 -6.22 -4.09
H 1.87457 -0.23945 -2.81913 -0.45 0.09 -0.42
H 8.87022 2.58982 5.27449 -0.05 -0.04 -0.09
C 4.34307 -4.52808 1.36183 -0.29 -0.42 0.11
O -9.44565 1.04697 -5.24947 0.54 0.36 0.41
O -5.05734 -0.44941 -3.47174 -1.08 -2.01 -1.35
H 0.51487 -3.18256 8.38776 0.04 0.07 -0.08
C -2.49241 0.49841 -4.14852 0.97 -0.31 0.51
O -3.16540 0.55732 -2.87005 -0.39 0.69 -0.73
O -0.13277 -2.56697 4.98826 -0.11 1.15 -0.91
H 6.16416 -0.03286 6.42598 0.09 0.14 -0.11
C 8.16070 1.77270 5.41882 -0.12 -0.13 0.49
H -0.33982 0.83916 -1.61968 0.12 -0.45 0.00
O 7.77000 1.27451 1.96684 -3.53 -1.14 -0.92
```
Forces are in eV/Å.

Values from the calculation:
**SMILES**: CCP(CC)[PH2](N)COC(C)=O.COP(=O)(OC)OC.COP(=O)(OC)OC.COP(=O)(OC)OC.COP(=O)(OC)OC

***

(6)
DFT (ωB97M-V/def2-TZVPD) results for a molecular structure, C38H33F9N6O3OsP.

Geometry as XYZ:
```
91
Properties=species:S:1:pos:R:3:forces:R:3
C 0.93668 -4.14402 -0.25161 -2.62 0.95 0.14
H -1.73404 2.93910 5.65017 0.28 0.37 -0.98
C -0.21223 -2.21076 0.10550 0.08 -1.83 -0.43
C 0.48342 -0.76811 -3.39567 0.88 1.14 -0.11
O -2.48009 6.36443 -1.88597 0.54 0.92 0.17
F 2.56362 -0.74390 -4.50761 -0.20 0.36 -0.01
H 1.38937 -5.68322 -1.61834 0.23 0.36 0.41
F -0.93431 1.11462 -3.69450 -0.23 0.16 0.31
F -0.57740 -2.92563 -3.06658 0.05 0.45 -0.21
H 2.02993 -2.28164 0.13257 -0.23 -0.03 -0.06
C -3.27728 -2.62951 0.99825 1.19 -0.41 -1.09
C 0.03007 2.49166 2.70261 -0.86 1.07 0.39
H 6.45159 2.42451 -0.75394 -0.03 -0.32 0.10
C 3.49768 -0.03726 4.78446 2.08 2.13 0.34
C -0.44131 2.26214 4.00947 -0.91 0.08 0.67
C 1.84971 -5.15640 -0.75990 0.99 -1.93 -0.05
C 0.10031 3.03446 -1.54462 -0.68 -1.60 -0.39
C -1.68953 4.34801 3.95387 -0.17 -0.11 0.73
H 4.40903 0.34487 5.29382 -0.85 -0.65 0.05
O 1.10479 -0.35762 -2.18201 -1.12 -0.69 -0.55
C 2.92011 -1.23390 5.06062 -0.77 -0.63 0.39
H 1.41597 -2.65698 4.46611 0.07 1.10 -0.02
C -4.63305 -2.81131 1.06449 -0.54 -0.43 -0.21
C 1.37159 -0.12494 -4.54337 0.31 -0.66 -0.71
C 1.25093 -0.79667 3.34273 0.97 -0.37 -0.10
H -0.09720 3.90662 1.02693 0.17 -0.18 0.89
F 1.59065 1.18615 -4.28082 -0.31 -0.83 -0.54
H -1.63799 -5.55643 0.90261 -0.10 0.00 0.51
C -1.78995 1.82930 -0.76098 0.86 -0.63 -0.05
N -4.34365 5.05628 -1.98804 2.76 2.21 0.39
F -1.63989 -0.69218 -4.58078 -0.09 -0.40 0.19
N -1.13985 -3.18788 -0.09476 1.10 -0.65 -0.27
N -0.42069 -4.37986 -0.29610 -0.20 0.78 0.06
Os 0.79540 0.45944 -0.25758 1.60 -3.23 -1.16
H -0.34830 -6.41213 0.06087 0.27 -0.24 0.02
C 1.81814 -1.62975 4.29733 -0.64 -1.50 0.53
H -1.54154 5.46278 2.12304 0.20 0.44 0.16
F 0.58477 -2.68613 -4.89066 -0.20 0.37 0.85
C -2.64806 2.82036 -1.15923 -0.96 1.10 -1.06
C 1.08465 -2.80872 0.06587 -0.26 0.70 -0.12
H -4.67230 4.18553 -2.34870 -0.49 -0.34 -0.22
C -2.99451 5.24416 -1.88528 -2.56 -3.23 -0.34
H -4.86038 5.93427 -2.04491 -0.53 -0.56 -0.23
C -2.13669 4.02251 -1.66894 2.17 -0.34 -0.61
C -5.35099 -3.49433 0.05486 -0.25 0.86 -0.74
H 2.95131 3.07447 2.13684 -1.06 -0.38 -0.49
N -0.45171 1.87486 -0.97119 -1.55 4.38 -0.82
H -2.78926 -3.90339 -2.12086 -0.21 0.19 0.10
H 0.34703 -1.07911 2.79294 0.38 -0.01 0.14
F 0.87627 -0.30351 -5.81332 0.39 0.86 1.98
H 3.12862 0.02850 -2.11326 0.03 -0.12 0.15
C -0.96897 -0.22374 -3.54894 1.23 -0.16 -0.03
H -5.24917 -4.15894 -2.06327 0.12 0.02 0.77
H -6.44140 -3.56753 0.12968 0.49 -0.24 0.18
H 5.62506 0.54776 -2.20504 -0.90 0.20 0.59
C 5.45057 2.02017 -0.63596 -1.03 0.56 0.92
H 3.24658 -1.78595 5.94678 0.02 -0.19 -0.67
C 3.23326 2.16652 0.37374 1.42 -0.03 0.49
C -0.35457 3.70552 2.09069 0.02 0.07 -1.14
C -4.73077 -3.81489 -1.15631 0.84 0.80 0.55
C -1.15595 4.64786 2.71170 -0.29 -1.22 -0.47
O -0.60429 -0.97784 0.17300 0.90 1.44 0.35
C 4.94641 1.00554 -1.45299 -0.50 -0.20 -0.77
C -2.59848 -3.14171 -0.15046 -0.35 0.89 1.36
H 4.91009 3.38156 0.98928 0.04 -0.36 -0.15
C 3.58413 0.69935 -1.40117 1.00 0.48 -0.04
C 4.59995 2.56900 0.32923 -0.69 -0.01 -0.81
H -2.21183 0.95454 -0.25139 0.43 0.07 -0.48
H -0.30939 4.82092 -2.58976 0.32 0.96 -0.06
F -1.57447 -0.51375 -2.40060 -1.03 0.12 0.18
C 1.94447 0.38396 3.05319 -1.81 0.66 -1.04
C 0.50751 -2.32955 -3.60512 0.97 -1.26 0.63
C -3.33755 -3.57457 -1.23515 0.45 -1.32 -0.47
F 1.57368 -2.90665 -2.95101 -0.86 0.98 -0.79
H -3.70490 2.55153 -1.31552 0.37 0.38 1.09
H -5.15231 -2.43725 1.92927 -0.25 0.00 0.14
C -1.34246 3.19129 4.63978 1.16 -1.20 -0.53
C -0.72554 4.06698 -1.97068 -1.35 -0.69 1.14
H -2.42571 5.00677 4.37716 -0.08 0.26 0.24
N 2.40778 2.59227 1.39690 0.20 -0.10 -0.42
C 3.02901 0.81337 3.79676 -0.12 0.09 -0.70
H 3.49913 1.79256 3.60786 -0.11 -0.77 0.22
H 2.78923 -4.73839 -1.09371 0.06 0.41 -0.16
H 2.17785 -5.95493 -0.05415 -0.57 0.59 -0.11
C -1.09155 -5.63969 -0.02056 -0.65 -0.18 -0.84
H -2.70553 -2.07569 1.74805 -0.30 -0.43 -0.02
H 1.21023 3.04893 -1.75945 -1.51 -0.19 0.30
P 1.14590 1.45810 1.75654 1.55 0.58 3.32
H -1.81952 -5.91008 -0.80325 0.46 0.17 0.19
H -0.22584 1.33282 4.56828 0.13 0.61 -0.51
N 2.70993 1.28017 -0.49983 1.22 -0.47 -0.53
```
Forces are in eV/Å.

Values from the calculation:
**Energy above the lowest of the compared OMol25 structures with the same formula, charge and spin**: 30.8 kJ/mol
**Multiplicity**: 5
**Charge**: +3

***

no.,F_max (eV/A),E (eV)
1,5.88,-8708.8982
2,10.68,-18847.9687
3,4.42,-52029.7743
4,0.41,-10418.9478
5,8.71,-114662.8043
6,4.72,-91210.3138